w | # C2H8NO

A 2-piece molecular cluster, C2H8NO overall (ωB97M-V with the def2-TZVPD basis set, the OMol25 dataset).

Each line ends with the natural charge from an NBO analysis.
Positions of all 12 atoms, in Å:
O1 -3.47744 0.63230 -0.08078  -0.969
H1 1.87193 0.88361 -0.85408  0.442
H2 -4.33282 0.23523 -0.27245  0.492
H3 -3.51989 1.01598 0.80021  0.479
C1 2.15206 -0.75151 0.43680  -0.430
C2 0.05469 0.25103 -0.49590  0.214
N1 1.34170 0.11320 -0.43025  -0.448
H4 2.08597 -0.39564 1.45812  0.252
H5 3.17680 -0.86709 0.10508  0.257
H6 1.76650 -1.76878 0.36820  0.243
H7 -0.46101 1.17733 -0.25522  0.233
H8 -0.65850 -0.52565 -0.77973  0.236

HOMO level, eV: -14.952
Net charge: +1

x | # C2H8NO

A 2-piece molecular cluster, C2H8NO overall (ωB97M-V with the def2-TZVPD basis set, the OMol25 dataset).

Each line ends with the natural charge from an NBO analysis.
Positions of all 12 atoms, in Å:
O1 1.77734 -2.01186 0.89543  -0.969
H1 2.30690 -1.49920 0.30915  0.483
H2 2.27991 -2.42681 1.58749  0.511
H3 -1.02765 1.66363 -1.98535  0.277
C1 -1.22079 1.29991 -0.99364  -0.761
C2 -0.06866 0.62726 -0.35483  0.319
N1 -0.28184 -0.13987 0.64944  -0.588
H4 -2.08080 0.61214 -1.21074  0.285
H5 -1.78869 2.21604 -0.42273  0.311
H6 1.02307 0.64122 -0.65837  0.245
H7 -1.20238 -0.15087 1.14784  0.426
H8 0.28359 -0.83158 1.03632  0.460

HOMO level, eV: -16.315
Net charge: +1

y | # C2H8NO

A 2-piece molecular cluster, C2H8NO overall (ωB97M-V with the def2-TZVPD basis set, the OMol25 dataset).

Each line ends with the natural charge from an NBO analysis.
Positions of all 12 atoms, in Å:
N1 -0.47646 -2.10390 0.21398  -0.928
H1 -0.24713 -1.10907 0.18182  0.474
H2 0.39416 -2.75405 0.57018  0.486
H3 -0.79318 -2.42035 -0.77664  0.471
H4 -1.29777 -2.25708 0.95408  0.475
C1 -0.94112 1.52702 0.10493  -0.446
C2 0.18760 0.96975 -0.47973  0.063
O1 1.28193 0.37698 0.14153  -0.729
H5 -1.73117 1.76098 -0.57986  0.227
H6 -1.07646 1.74714 1.11345  0.223
H7 0.33982 0.90226 -1.53633  0.178
H8 2.01270 0.86104 -0.30792  0.507

HOMO level, eV: -13.603
Net charge: +1

Energetically preferred structure: x | next structure: +0.863 eV

w | # C3H11N2

A 2-piece molecular cluster, C3H11N2 overall (ωB97M-V with the def2-TZVPD basis set, the OMol25 dataset).

Each line ends with the natural charge from an NBO analysis.
Positions of all 16 atoms, in Å:
C1 -2.60360 0.19032 -0.73165  0.117
N1 -1.70899 -0.26114 0.14482  -0.801
H1 -2.82254 -0.36676 -1.66376  0.178
H2 -3.09354 1.16581 -0.62176  0.190
H3 -0.10713 -0.06270 0.48000  0.470
H4 -2.00007 -1.22672 0.39955  0.397
C2 1.43073 -1.02329 -0.54711  -0.431
N2 0.96578 -0.11202 0.52340  -0.531
C3 1.52611 1.29202 0.60463  -0.395
H5 1.19200 -0.70837 -1.56104  0.239
H6 2.55334 -1.00414 -0.40788  0.218
H7 1.15379 -2.05276 -0.35348  0.242
H8 1.38377 -0.54262 1.37510  0.426
H9 1.20961 1.81351 -0.24241  0.220
H10 2.55081 1.08179 0.52401  0.221
H11 1.06303 1.76073 1.43894  0.241

HOMO level, eV: -13.887
Net charge: +1

x | # C3H11N2

An isolated ion of composition C3H11N2 and charge +1 (ωB97M-V with the def2-TZVPD basis set, the OMol25 dataset).

Each line ends with the natural charge from an NBO analysis.
Positions of all 16 atoms, in Å:
C1 1.57036 -0.93059 0.85426  -0.463
N1 0.94226 -0.35569 -0.44346  -0.674
C2 -0.51021 -0.67818 -0.56479  -0.273
C3 -1.45105 0.39534 -0.03256  -0.256
N2 -0.59698 1.51427 -0.00057  -0.701
H1 1.12657 -0.70570 1.83715  0.210
H2 2.65038 -0.62502 1.01839  0.238
H3 1.50844 -1.99972 0.83180  0.208
H4 1.39017 -1.05262 -1.12152  0.420
H5 -0.72853 -1.00106 -1.55200  0.234
H6 -0.76275 -1.70080 -0.03611  0.213
H7 -2.34568 0.67335 -0.61968  0.245
H8 -1.68537 0.11702 0.98792  0.227
H9 -0.71912 2.09409 -0.79530  0.437
H10 -0.95901 2.20320 0.82796  0.444
H11 0.45331 1.16786 0.18810  0.493

HOMO level, eV: -14.591
Net charge: +1

Energetically preferred structure: x | next structure: +0.564 eV

w | # C3H11N2

A 2-piece molecular cluster, C3H11N2 overall (ωB97M-V with the def2-TZVPD basis set, the OMol25 dataset).

Each line ends with the natural charge from an NBO analysis.
Positions of all 16 atoms, in Å:
N1 -0.15390 -1.78262 -0.65652  -0.957
H1 -1.02248 -2.31615 -0.69867  0.425
H2 -0.00337 -1.15765 0.31378  0.434
H3 0.59496 -2.44825 -0.93518  0.432
H4 -0.18571 -1.00807 -1.33996  0.437
N2 0.12000 -0.35772 1.45468  -0.808
C1 -0.11181 1.02111 1.03446  -0.266
C2 -0.12573 1.19123 -1.43126  -0.422
C3 0.60949 1.26950 -0.30400  -0.191
H5 -0.58215 -0.66929 2.22758  0.418
H6 1.07661 -0.45272 1.77143  0.400
H7 0.14807 1.76184 1.80321  0.227
H8 -1.18635 1.08826 0.81653  0.207
H9 0.31742 1.41143 -2.39415  0.235
H10 -1.18750 0.96254 -1.34041  0.199
H11 1.69246 1.48658 -0.32154  0.231

HOMO level, eV: -14.431
Net charge: +1

x | # C3H11N2

A 2-piece molecular cluster, C3H11N2 overall (ωB97M-V with the def2-TZVPD basis set, the OMol25 dataset).

Each line ends with the natural charge from an NBO analysis.
Positions of all 16 atoms, in Å:
C1 1.51555 -0.65563 0.08812  -0.432
C2 0.52053 1.43841 0.10400  -0.412
C3 -0.81795 -0.45522 0.25465  0.101
N1 -2.04841 0.07694 -0.05074  -0.807
N2 0.33944 0.06376 -0.37540  -0.375
H1 1.65371 -0.37913 1.08915  0.228
H2 1.48041 -1.74794 -0.08844  0.261
H3 2.44163 -0.38340 -0.58771  0.252
H4 1.18356 1.92855 -0.48429  0.230
H5 -0.40657 1.93766 -0.16633  0.236
H6 0.71710 1.48137 1.13796  0.236
H7 -1.32452 -2.72235 -0.32639  -0.033
H8 -0.55235 -0.89789 1.20966  0.228
H9 -2.82301 -0.01163 0.62391  0.444
H10 -2.20666 0.20113 -1.09701  0.413
H11 0.32754 0.12537 -1.33114  0.429

HOMO level (spin up / spin down), eV: -13.799 / -12.163
Net charge: +1

y | # C3H11N2

A 2-piece molecular cluster, C3H11N2 overall (ωB97M-V with the def2-TZVPD basis set, the OMol25 dataset).

Each line ends with the natural charge from an NBO analysis.
Positions of all 16 atoms, in Å:
C1 0.22980 1.48302 1.12680  -0.645
C2 0.03277 0.21536 1.99282  -0.617
H1 0.77694 2.33420 1.59921  0.238
H2 0.64016 1.37100 0.15970  0.180
H3 -0.72490 2.05471 1.15294  0.224
H4 0.82422 -0.52240 1.72484  0.178
H5 -1.00673 -0.25385 1.74639  0.200
H6 0.15277 0.48424 3.05747  0.247
N1 0.68831 -0.36409 -2.17089  -0.703
C3 -0.50425 -0.80939 -1.77899  0.409
N2 -0.72022 -1.58210 -0.74863  -0.714
H7 1.60945 -0.40735 -1.71769  0.440
H8 0.71219 0.28606 -2.94418  0.432
H9 -1.28950 -0.33684 -2.41971  0.247
H10 -1.45165 -2.25611 -0.73206  0.448
H11 0.03064 -1.69645 -0.04801  0.437

HOMO level, eV: -14.724
Net charge: +1

Energetically preferred structure: w | next structure: +0.062 eV

w | # C3H11N2

A 2-piece molecular cluster, C3H11N2 overall (ωB97M-V with the def2-TZVPD basis set, the OMol25 dataset).

Each line ends with the natural charge from an NBO analysis.
Positions of all 16 atoms, in Å:
C1 2.51280 1.20116 0.93521  -0.630
C2 1.77081 -0.20930 0.82846  -0.641
H1 2.39225 1.99413 0.13850  0.219
H2 3.55212 0.93962 1.21920  0.230
H3 2.16416 1.77840 1.75231  0.216
H4 2.42744 -0.98315 1.40903  0.239
H5 0.79862 -0.35076 1.30684  0.188
H6 1.76931 -0.44455 -0.30406  0.188
N1 -0.98667 -0.34214 -1.19221  -0.680
C3 -2.32473 -0.48609 -1.16413  0.432
N2 -3.20098 -0.52953 -0.18771  -0.768
H7 -0.41273 -0.76865 -0.41192  0.451
H8 -0.56697 -0.05171 -2.07784  0.453
H9 -2.80008 -0.18466 -2.24850  0.209
H10 -4.02128 -0.03624 -0.25977  0.442
H11 -3.07410 -1.52652 0.25661  0.451

HOMO level, eV: -14.880
Net charge: +1

x | # C3H11N2

An isolated ion of composition C3H11N2 and charge +1 (ωB97M-V with the def2-TZVPD basis set, the OMol25 dataset).

Each line ends with the natural charge from an NBO analysis.
Positions of all 16 atoms, in Å:
C1 -0.96439 -1.08320 -1.30249  -0.425
N1 0.22886 -1.07355 -0.35103  -0.523
C2 1.09881 0.23626 -0.13451  -0.189
C3 0.60634 0.89286 1.11447  -0.271
N2 -0.87112 1.15182 1.07716  -0.830
H1 -0.65735 -0.63508 -2.23280  0.226
H2 -1.24514 -2.13728 -1.45853  0.249
H3 -1.70200 -0.32784 -1.01659  0.257
H4 -0.22224 -1.28645 0.55407  0.440
H5 0.87135 -1.87015 -0.46644  0.433
H6 0.83665 0.83309 -1.01301  0.220
H7 2.06026 -0.22500 -0.15871  0.238
H8 1.21400 1.78091 1.24184  0.220
H9 0.74497 0.28932 2.02871  0.212
H10 -0.96542 1.71300 0.23170  0.352
H11 -1.03357 1.74130 1.88617  0.391

HOMO level, eV: -14.406
Net charge: +1

y | # C3H11N2

An isolated ion of composition C3H11N2 and charge +1 (ωB97M-V with the def2-TZVPD basis set, the OMol25 dataset).

Each line ends with the natural charge from an NBO analysis.
Positions of all 16 atoms, in Å:
C1 -1.54543 -1.00213 0.10414  -0.449
N1 -0.32724 -0.20602 0.31762  -0.380
C2 -0.68046 1.18028 0.06068  -0.456
C3 1.09010 -0.41672 -0.48971  0.004
N2 2.03574 0.18109 0.40135  -0.845
H1 -1.88940 -0.95896 -0.92192  0.235
H2 -1.42212 -2.05096 0.21491  0.238
H3 -2.43144 -0.77515 0.64839  0.253
H4 0.09335 -0.26562 1.28405  0.458
H5 -1.03713 1.40624 -0.90880  0.234
H6 -1.40716 1.66879 0.68691  0.251
H7 0.16404 1.81635 0.05983  0.228
H8 1.23643 -1.41384 -0.61791  0.216
H9 0.78255 0.20032 -1.35390  0.209
H10 2.43561 1.04423 0.04214  0.397
H11 2.90256 -0.40791 0.47223  0.409

HOMO level, eV: -15.457
Net charge: +1

z | # C3H11N2

C3H11N2 as an isolated structure (ωB97M-V with the def2-TZVPD basis set, the OMol25 dataset).

Each line ends with the natural charge from an NBO analysis.
Positions of all 16 atoms, in Å:
C1 0.14228 -2.27239 1.06748  -0.488
N1 0.55468 -0.93343 1.11673  -0.365
H1 0.51702 -2.83158 1.92797  0.278
H2 0.45233 -2.70474 0.11303  0.239
H3 -0.96651 -2.34176 1.11369  0.276
H4 0.71685 -0.56330 2.05864  0.385
C2 0.72367 1.88011 -0.49067  -0.475
N2 0.09719 0.62062 -0.75794  -0.212
C3 -1.31256 0.70633 -1.05474  -0.475
H5 0.60668 2.52899 -1.36712  0.268
H6 0.20442 2.42767 0.30620  0.244
H7 1.75258 1.71960 -0.19912  0.239
H8 0.30639 -0.08453 0.10896  0.358
H9 -1.86238 1.19624 -0.24733  0.240
H10 -1.72484 -0.28451 -1.22851  0.229
H11 -1.49653 1.26452 -1.97437  0.258

HOMO level, eV: -14.009
Net charge: +1

Energetically preferred structure: x | next structure: +0.452 eV

w | # C4H5I2NO

C4H5I2NO as an isolated structure (ωB97M-V with the def2-TZVPD basis set, the OMol25 dataset).

Each line ends with the natural charge from an NBO analysis.
Positions of all 13 atoms, in Å:
C1 0.70218 1.71110 1.00057  -0.656
C2 -0.25823 0.59374 1.22898  -0.239
C3 0.77694 -2.01392 -1.77057  0.863
C4 -1.49232 0.57304 0.76116  -0.364
N1 0.56129 -2.96360 -2.45179  -0.771
O1 0.77985 -1.08023 -1.08987  -0.519
I1 -2.77974 -1.07198 1.07450  0.176
I2 -2.31669 2.15495 -0.36261  0.169
H1 0.27513 2.66827 1.29668  0.229
H2 0.94525 1.76916 -0.06003  0.235
H3 0.09968 -0.25846 1.78926  0.227
H4 1.62061 1.54567 1.55429  0.222
H5 1.08605 -3.62774 -2.97058  0.428

HOMO level, eV: -8.799
Net charge: 0

x | # C4H5I2NO

C4H5I2NO as an isolated structure (ωB97M-V with the def2-TZVPD basis set, the OMol25 dataset).

Each line ends with the natural charge from an NBO analysis.
Positions of all 13 atoms, in Å:
C1 -0.76852 -0.42079 -0.96931  0.700
C2 0.70415 -0.10036 -1.42820  -0.662
C3 0.10618 0.14148 1.15748  -0.115
C4 1.59145 -0.11733 -0.24466  -0.414
N1 -0.98636 -0.21056 0.36004  -0.668
O1 -1.63340 -0.78099 -1.69080  -0.580
I1 2.81767 1.64161 -0.04094  0.173
I2 2.59236 -1.91256 0.04512  0.236
H1 0.75694 -0.88284 -2.30389  0.279
H2 0.50224 0.93170 -1.96160  0.270
H3 0.33636 -0.45755 2.02677  0.186
H4 0.10322 1.14022 1.51782  0.176
H5 -1.87062 0.05207 0.74054  0.418

HOMO level, eV: -9.427
Net charge: 0

Energetically preferred structure: w | next structure: +1.000 eV

w | # C7H15NO2

A 2-piece molecular cluster, C7H15NO2 overall (ωB97M-V with the def2-TZVPD basis set, the OMol25 dataset).

Each line ends with the natural charge from an NBO analysis.
Positions of all 25 atoms, in Å:
C1 4.04349 -0.80704 -0.45550  -0.599
C2 3.16230 0.42532 -0.25145  -0.228
C3 4.01314 1.66005 0.04801  -0.609
C4 2.25271 0.62712 -1.46967  -0.384
C5 1.17717 1.69251 -1.29244  -0.327
C6 0.09853 1.76718 -2.40149  -0.203
N1 -0.94739 1.43223 -1.42719  -0.731
C7 0.06785 1.35777 -0.29134  0.737
O1 -0.05725 1.59554 0.89020  -0.532
H1 4.67325 -0.99194 0.42671  0.213
H2 3.43578 -1.70615 -0.63500  0.206
H3 4.70983 -0.66866 -1.32163  0.200
H4 2.51462 0.23660 0.62148  0.210
H5 3.39900 2.53797 0.29372  0.211
H6 4.68119 1.47300 0.90121  0.215
H7 4.64107 1.91602 -0.82027  0.198
H8 2.86591 0.90174 -2.34384  0.205
H9 1.76896 -0.33069 -1.72090  0.200
H10 1.61008 2.67684 -1.07309  0.239
H11 -0.01810 2.77742 -2.81201  0.192
H12 0.22118 1.02399 -3.20247  0.184
H13 -1.90775 1.75775 -1.46075  0.404
O2 -1.08827 -0.84874 0.09670  -0.948
H14 -1.52726 -0.33456 -0.75977  0.487
H15 -0.40382 -1.39643 -0.30089  0.459

HOMO level, eV: -9.536
Net charge: 0

x | # C7H15NO2

A 2-piece molecular cluster, C7H15NO2 overall (ωB97M-V with the def2-TZVPD basis set, the OMol25 dataset).

Each line ends with the natural charge from an NBO analysis.
Positions of all 25 atoms, in Å:
C1 2.05290 0.68950 -0.81189  -0.622
C2 1.12475 0.35578 0.35365  -0.062
C3 1.13666 -1.14799 0.60962  -0.631
C4 1.60658 1.08248 1.60674  -0.615
C5 -0.46296 1.03216 -0.00351  0.612
N1 -1.21782 1.31146 1.11422  -0.837
O1 -0.61790 1.70602 -1.01812  -0.633
H1 2.04487 1.76216 -1.02909  0.228
H2 1.78243 0.14062 -1.72041  0.214
H3 3.09653 0.44401 -0.58582  0.209
H4 0.77752 -1.69559 -0.26941  0.207
H5 2.14714 -1.52396 0.80925  0.222
H6 0.47979 -1.40202 1.44592  0.212
H7 1.00990 0.80152 2.47960  0.207
H8 2.64031 0.81215 1.85339  0.210
H9 1.56325 2.16732 1.47776  0.221
H10 -1.33891 0.59512 1.81816  0.396
H11 -2.02636 1.89373 0.93881  0.397
C6 -2.50769 -1.42954 -1.90187  -0.735
C7 -2.01517 -1.12286 -0.52237  0.501
O2 -2.55196 -1.47918 0.50367  -0.545
H12 -3.26586 -2.21483 -1.86548  0.236
H13 -1.66764 -1.80203 -2.49445  0.236
H14 -2.91255 -0.51691 -2.34184  0.255
H15 -0.87779 -0.45914 -0.44654  0.116

HOMO level, eV: -9.247
Net charge: 0

Energetically preferred structure: w | next structure: +0.124 eV